73
Properties=species:S:1:pos:R:3 method="wB97M-V/def2-TZVPD" lumo_ha=0.0727 charge=-1 e_homo_ha=-0.1864
Nb 0.4054 -1.8916 -5.3871
S -2.1765 -1.6742 -5.5218
O -2.6761 -2.0777 -4.1966
O 1.1570 3.8061 3.0439
O 1.2471 -5.6824 2.2790
O -2.1679 -4.3659 2.2320
O 0.3386 -2.9848 1.0746
O 0.2813 6.5751 4.1114
O -0.0026 5.3878 0.6709
O -2.5694 -0.3053 -5.8682
N -0.2513 2.1617 -1.9363
C -3.2653 -3.8606 2.9517
C -0.2430 4.0387 1.0364
C -0.5934 -3.8678 0.4628
C 2.1744 -6.6594 1.8719
C 1.8702 5.0255 3.1530
C 0.2245 -1.1439 -3.2597
C 0.4333 5.5062 -0.6696
C -0.1694 3.8724 2.5362
C 1.8400 -4.4007 2.4033
C 1.5643 -0.8140 -2.5676
C 0.7926 -3.3108 2.3746
C 0.3297 1.0135 -1.2117
C -2.9685 -2.8139 -6.6577
C 1.4822 5.8622 4.3513
C 1.6181 0.5609 -1.8915
C -0.3254 7.0126 5.3023
C -2.0039 -3.7135 0.9776
H 1.8040 -1.5900 -1.8511
H -0.6013 -3.5821 -0.5896
H -1.1052 2.4584 -1.4755
H -0.2766 -1.9502 -2.7297
H -3.1356 -2.7934 3.1693
H -4.2034 -4.0030 2.4015
H -2.7431 -2.5296 -7.6748
H 1.6419 -7.6051 1.7905
H -0.5839 6.1641 5.9474
H 0.6725 -0.1691 -5.9690
H -2.2325 -2.6462 1.0742
H -4.0344 -2.7616 -6.4752
H 1.3664 5.2068 5.2235
H -0.3834 0.1965 -1.1526
H 1.8055 5.6091 2.2328
H 1.9387 1.3328 -2.5773
H -0.0376 -3.5513 3.0423
H 2.6033 -6.4117 0.8940
H -0.2576 -4.9043 0.5244
H 2.3593 -0.8311 -3.3056
H -3.3217 -4.4054 3.8930
H 0.3291 7.6988 5.8547
H 1.3713 4.9638 -0.8261
H -0.6112 2.9038 2.7801
H 0.3690 -2.3474 -7.1782
H -0.5320 1.8377 -2.8572
H 2.2111 -2.0559 -5.3990
H -2.5980 -3.7977 -6.4167
H -0.4759 -0.3154 -3.2593
H 2.2848 6.5857 4.5571
H 2.5530 -4.2311 1.5876
H 2.3801 -4.3552 3.3608
H -1.2469 3.7536 0.6897
H 2.9845 -6.7692 2.6041
H 0.5356 1.3271 -0.1952
H 2.3893 0.5168 -1.1263
H -2.6997 -4.1596 0.2553
H -0.7509 4.6437 3.0452
H -1.2393 7.5380 5.0324
H 2.9124 4.7279 3.2895
H 0.2864 -3.6848 -5.0117
H -0.3135 5.1210 -1.3690
H 1.2654 -2.3969 2.7421
H 0.5981 6.5651 -0.8649
H 0.4915 3.3806 0.5633

=====

19
Properties=species:S:1:pos:R:3 method="wB97M-V/def2-TZVPD" lumo_ha="0.1565 / 0.1590" charge=-1 e_homo_ha="0.0567 / -0.2794" de_lowest_kj_mol=35.7 spin_multiplicity=2
C 0.2973 -1.4825 2.1995
C 1.2189 -0.4610 2.8747
C -1.5818 -0.0753 -2.0549
C 0.1600 1.7963 -1.8381
C -0.1620 0.3285 -1.5777
H -1.4999 -0.9771 -2.6619
H 0.0990 1.9411 -2.9302
H -2.2049 -0.3763 -1.2225
H 0.5752 -0.3433 -2.0125
H -0.7298 -1.3514 2.4903
H 0.7350 -0.1236 3.7997
H 0.7245 -2.4564 2.4528
H -0.0971 0.1337 -0.5199
H 0.4737 -1.3812 1.1246
H -1.9978 0.7238 -2.6608
H 2.1920 -0.8881 3.1071
H -0.6422 2.4202 -1.4646
H 1.3155 0.4819 2.3247
H 1.1242 2.0906 -1.4304

=====

23
Properties=species:S:1:pos:R:3 method="wB97M-V/def2-TZVPD" smiles=Cc1ccccc1.CC lumo_ha=0.0347 e_homo_ha=-0.3291 de_lowest_kj_mol=88.6
C -2.6996 2.7630 -2.8508
C -0.9220 -1.5910 0.9394
C 1.8686 -1.4860 1.4166
C 1.1152 -2.5947 1.7487
C -0.1458 -0.4424 0.5792
C -0.2761 -2.6470 1.5433
C 1.2296 -0.4184 0.8167
C 1.9738 0.8278 0.5166
C -1.3500 3.4566 -3.0714
H 2.8609 -1.3036 1.8162
H -3.1587 2.6671 -3.8450
H -1.3484 4.5451 -3.0378
H 1.5989 -3.4923 2.0879
H 1.9641 1.5046 1.4326
H -0.8833 -3.4068 2.0614
H -0.5977 3.1933 -2.2968
H -0.9033 3.1633 -4.0258
H -0.7443 0.3494 0.0968
H -1.9590 -1.6304 0.8004
H 3.1143 0.6452 0.3831
H -2.4455 1.8392 -2.3354
H 1.5784 1.3252 -0.3186
H -3.4884 3.3131 -2.3358

=====

49
Properties=species:S:1:pos:R:3 method="wB97M-V/def2-TZVPD" lumo_ha=-0.0028 e_homo_ha=-0.2865 de_lowest_kj_mol=101.2
S -4.1255 -0.1676 -0.4469
S 2.0577 -0.2837 3.9781
O -1.4271 -2.1536 -0.1547
O 1.2704 -0.7595 0.1343
O 2.8241 0.1420 -3.2401
O 2.3613 2.2698 -2.6100
N -1.2125 -0.1859 -1.2597
N 0.7009 0.7681 -2.9719
N -0.0999 -0.2219 1.8662
C -3.7175 0.3838 1.1524
C 4.7035 0.0567 -1.7076
C -5.7685 0.2896 -0.2259
C 3.7268 -0.5763 4.2313
C -1.2961 -0.2007 1.1629
C 4.2179 0.4018 -3.1085
C -5.9942 0.8310 1.0000
C -2.4057 0.3175 1.7192
C -1.2867 -0.9474 -0.1500
C 1.9975 1.1506 -2.8929
C 0.3303 -0.6335 -3.0794
C -4.8291 0.8867 1.7847
C -0.9179 1.2335 -1.2117
C -1.0877 -0.8309 -2.5463
C 4.3732 -0.9081 3.0818
C 2.2207 -0.6110 2.2785
C 3.5161 -0.9285 1.9668
C 1.1124 -0.5528 1.3226
C -0.3298 1.6847 -2.5504
H 4.4791 -0.9844 -1.4873
H 4.4073 1.4576 -3.3287
H 4.7015 -0.2284 -3.8587
H -1.8361 -0.4240 -3.2324
H -0.1443 0.0104 2.8505
H -0.1838 1.4259 -0.4238
H 5.7758 0.2174 -1.6363
H 5.4239 -1.1295 3.0339
H 0.1299 2.6688 -2.4428
H 4.1984 0.6885 -0.9805
H -1.8291 1.8039 -0.9913
H -1.2844 -1.8933 -2.3947
H -6.4687 0.1271 -1.0210
H 3.8218 -1.1665 0.9649
H -1.1072 1.7387 -3.3184
H 1.0252 -1.2247 -2.4768
H 4.1284 -0.4840 5.2211
H -4.8026 1.2795 2.7856
H -2.3326 0.7346 2.7181
H -6.9566 1.1766 1.3326
H 0.3987 -0.9625 -4.1223

=====

7
Properties=species:S:1:pos:R:3 method="wB97M-V/def2-TZVPD" smiles="C1=C[SiH2]1" lumo_ha=0.0266 e_homo_ha=-0.3533 de_lowest_kj_mol=133.5
Si -0.4478 -0.1602 0.8382
C 1.0215 -0.1126 -0.2860
C -0.3307 0.3406 -0.9183
H -1.4831 -1.2303 1.2123
H -0.3018 0.6506 -2.0176
H 1.9671 -0.1886 -0.9305
H -0.4253 0.7006 2.1018

=====

11
Properties=species:S:1:pos:R:3 method="wB97M-V/def2-TZVPD" lumo_ha=-0.3310 charge=+2 e_homo_ha=-0.6213 de_lowest_kj_mol=274.2
Sn 3.1312 0.4874 0.5535
O 1.8940 -0.7831 0.2019
O 0.9019 0.4537 -1.7222
O -1.9728 0.1924 0.3561
C 2.0006 0.5124 -1.2207
C -0.6480 0.2724 0.5369
C 0.2177 -0.6160 0.0067
Li -2.1864 -1.4394 1.0238
Li -3.0214 1.3348 -0.3561
H -0.2903 1.1708 1.0611
H -0.0266 -1.5853 -0.4412